No. 1
Computed, not measured: a molecular structure, C19H28N4O5S in a non-equilibrium geometry, with ωB97M-V with the def2-TZVPD basis set.

XYZ file:
```
57
Properties=species:S:1:pos:R:3
O 4.7234 2.3414 -0.1130
C 3.7697 1.7955 0.0657
N 3.6834 0.7783 0.7912
H 2.6838 0.2118 0.9274
C 4.7159 -0.1961 1.1459
C 4.8958 -1.3636 0.5604
N 5.0168 -2.5207 1.3705
C 5.3157 -3.4973 0.4262
C 5.3630 -3.5686 -0.9277
C 5.2889 -2.4711 -1.5704
C 4.9555 -1.0442 -0.8629
H 4.7873 -0.2113 -1.5065
H 5.3301 -2.6179 -2.7531
H 5.6247 -4.4482 -1.2863
H 5.4505 -4.4139 1.0391
H 4.4968 -0.3121 2.4777
H 5.5720 0.5053 1.2388
C 2.2352 2.2989 -0.3309
C 1.4737 2.8108 0.7127
C -0.0346 3.1953 0.3990
N -0.6630 2.1193 -0.6368
S -1.2643 0.8895 0.4723
O -1.8149 1.4075 1.5390
O -0.1802 -0.1370 0.6979
N -2.1929 0.3487 -1.0693
C -3.2914 1.0091 -1.0395
C -4.4303 0.5700 0.0391
H -5.3131 1.4619 -0.2418
H -4.1532 1.0518 1.1224
C -4.7354 -0.7739 0.2173
C -3.4626 -1.4161 0.3574
C -2.5020 -1.2628 -0.8340
H -2.8430 -1.5372 -1.6462
H -1.5418 -1.8605 -0.5324
H -3.7210 -2.6620 0.4534
H -3.0232 -1.0029 1.4038
O -5.6906 -0.9288 0.9991
C -6.4931 -2.0414 1.0907
H -6.1542 -2.9110 1.3684
C -6.4250 -2.0690 -0.6073
H -7.1547 -2.1005 -1.0953
O -5.5396 -1.1017 -0.8060
H -6.0034 -3.2228 -0.9445
H -7.5735 -2.0004 1.1408
H -3.8878 0.7938 -2.0843
H -2.8923 1.9622 -1.0365
C 0.2628 1.6867 -1.6688
C 1.7272 1.1961 -1.3103
H 1.5484 0.4623 -0.9672
H 2.0553 1.2986 -2.2103
H 0.2387 2.7375 -2.3916
H -0.3263 1.0466 -2.2916
H 0.2570 4.1217 -0.4174
H -0.6134 3.2366 1.2183
H 1.3402 1.7647 1.5340
H 1.8722 3.5932 1.5773
H 2.4635 3.2085 -1.0410
```

Orbital gap, eV: 9.1822
Net charge: 0
Relative energy (zero: lowest compared OMol25 entry of this formula, charge and spin), kJ/mol: 2531.6
Energy, eV: -47166.3085
Maximum force, eV/Å: 19.5
HOMO, eV: -8.83

No. 2
Computed, not measured: C4H7NO2S in the gas phase in a non-equilibrium geometry, with ωB97M-V with the def2-TZVPD basis set.

XYZ file:
```
15
Properties=species:S:1:pos:R:3
C 0.4919 -0.4644 -0.2027
C 0.5453 0.9425 0.3887
C -0.5400 1.9461 0.2886
C -0.6517 -0.7145 -1.2217
H 1.3652 -1.6511 1.2629
H -0.1950 -1.2427 1.5718
H 1.4025 -0.6243 -0.7938
H 1.0776 0.9301 1.3328
H -1.4010 1.7314 -0.3095
H -0.7345 2.5762 1.1708
H -0.5889 -2.4316 -0.4836
N 0.4298 -1.5047 0.8152
O -1.0544 -1.9862 -1.2324
O -1.0967 0.1136 -1.9615
S 0.9499 2.3795 -0.6256
```

Orbital gap, eV: 9.2738
Net charge: 0
Relative energy (zero: lowest compared OMol25 entry of this formula, charge and spin), kJ/mol: 111.0
Energy, eV: -20681.5854
Maximum force, eV/Å: 1.7
HOMO, eV: -8.81
SMILES: N[C@@H](C(=O)O)[C@@H]1CS1

No. 3
Computed, not measured: 2 unconnected molecules or ions with the total composition C5H14N3Si in a non-equilibrium geometry, with ωB97M-V with the def2-TZVPD basis set.

XYZ file:
```
23
Properties=species:S:1:pos:R:3
C 0.1449 -0.8766 -0.2113
C -2.5389 0.0942 -0.2271
C -3.7160 1.1615 -0.1084
C 2.5105 -0.8347 -0.2359
C 2.1985 1.9251 0.3551
N -1.3542 0.5147 0.0211
N 1.2362 -0.1655 -0.1829
N 1.1583 1.1607 -0.1109
Si -0.3411 -2.6759 0.1237
H -2.8635 -0.9774 -0.3382
H -4.5102 0.7906 0.5712
H -4.1196 1.1835 -1.0826
H -3.1878 2.0289 0.2050
H 3.2818 -0.3227 -1.0541
H 3.0684 -0.6028 0.7460
H 2.4111 -1.8668 -0.4417
H 1.8296 2.9387 0.3536
H 2.6040 1.7200 1.3246
H 3.1480 1.7969 -0.2113
H 0.2355 1.5902 0.1141
H 0.9309 -3.1993 0.6737
H -0.5500 -3.1491 -1.2640
H -1.5763 -2.2342 0.9803
```

Orbital gap, eV: 8.9925
Net charge: +1
Relative energy (zero: lowest compared OMol25 entry of this formula, charge and spin), kJ/mol: 411.1
Energy, eV: -17747.5708
Maximum force, eV/Å: 5.4
HOMO, eV: -12.96

No. 4
Computed, not measured: a molecular structure, C5H6Cl2CoNdO4 in a non-equilibrium geometry, with ωB97M-V with the def2-TZVPD basis set.

XYZ file:
```
19
Properties=species:S:1:pos:R:3
Nd -1.3596 2.3412 -1.6869
Co 0.5108 0.5473 0.3486
Cl 0.7032 0.5445 -1.8485
Cl -2.5097 1.4910 0.3443
C 0.2836 1.3420 1.8895
C -2.1860 3.1281 -4.1071
C -3.2884 3.8560 -2.7463
O -0.1332 1.3651 2.9784
O -2.3730 3.4170 -5.2307
O -4.1614 4.5536 -3.1082
C 1.7736 -3.3863 1.5425
C 1.3913 -1.9582 1.8375
O 1.4319 -1.1348 0.6516
H 0.9896 -3.8903 0.9765
H 1.8907 -3.8880 2.4973
H 2.7247 -3.4642 1.0144
H 0.3662 -1.8370 2.1833
H 2.0440 -1.4775 2.5658
H 1.9019 -1.5495 -0.1021
```

Orbital gap (spin up / spin down), eV: 8.9037 / 4.2460
Spin multiplicity: 8
Net charge: +4
Energy, eV: -91367.1818
Maximum force, eV/Å: 11.4
HOMO (spin up / spin down), eV: -25.44 / -25.46

No. 5
Computed, not measured: 8 unconnected molecules or ions with the total composition BrH14O7, with ωB97M-V with the def2-TZVPD basis set.

XYZ file:
```
22
Properties=species:S:1:pos:R:3
Br -0.2231 0.4801 0.1452
O -3.7632 -0.3080 -0.0450
H -4.3246 0.4283 0.1978
H -2.8776 -0.0161 0.1715
O 3.2231 -0.8724 -0.2152
H 3.4997 -0.4549 -1.0310
H 2.5051 -0.3252 0.1030
O 1.1743 -0.8810 -2.5857
H 1.9122 -0.2721 -2.5540
H 0.4703 -0.4295 -2.1201
O -2.0989 -0.0901 -2.6405
H -1.5062 -0.0906 -1.8889
H -2.5929 0.7254 -2.5561
O 0.9753 -2.3882 1.8050
H 0.2793 -1.7573 1.6214
H 1.2586 -2.6910 0.9423
O -1.2655 -0.0467 3.5162
H -1.7026 0.7037 3.9187
H -1.3861 0.0817 2.5753
O 2.4628 2.7593 0.4427
H 2.2935 3.2306 -0.3731
H 1.6866 2.2140 0.5704
```

Orbital gap, eV: 9.1863
Net charge: -1
Relative energy (zero: lowest compared OMol25 entry of this formula, charge and spin), kJ/mol: 87.0
Energy, eV: -84605.9250
Maximum force, eV/Å: 0.9
HOMO, eV: -6.06

> Number 1 is which compound?

C19H28N4O5S

> The highest net charge belongs to which entry?

C5H6Cl2CoNdO4